[1]
Molecular formula: C21H42AsF6O21Rb2
Method: DFT, ωB97M-V with the def2-TZVPD basis set

The geometry in ORCA input format:
```
! RIJCOSX wB97M-V def2-TZVPD def2/J DEFGRID3
* xyz 1 1
Rb 6.9374 2.8687 -5.9665
Rb 9.8888 -0.8562 0.2263
As 3.6525 -0.1190 -1.1661
F 3.6805 -1.6165 -0.2325
F 5.3561 -0.5546 -1.7178
F 3.7067 1.2943 -2.1867
F 2.1060 0.3936 -0.4365
F 4.4720 0.7238 0.2212
F 2.9199 -0.9736 -2.4728
C -0.1850 -6.3785 -1.4961
O -0.0620 -7.8048 -1.8062
C -0.3568 -8.7711 -0.8898
O -0.8397 -8.6064 0.2367
O -0.0054 -9.9632 -1.2691
C 0.5894 -10.2289 -2.5339
H -1.0365 -6.0543 -0.8978
H -0.0727 -5.8114 -2.4202
H 0.7007 -6.0670 -0.9424
H 0.2585 -9.6219 -3.3766
H 0.4729 -11.2490 -2.8998
H 1.6458 -9.9789 -2.4352
C -6.8677 1.4357 -3.9020
O -5.7560 1.5668 -4.7701
C -4.7558 0.5842 -4.6955
O -4.7350 -0.2305 -3.8296
O -3.7573 0.8159 -5.6360
C -2.4812 0.2231 -5.3371
H -7.4207 0.5019 -4.0038
H -7.5729 2.2665 -3.9237
H -6.5665 1.4668 -2.8549
H -2.5083 -0.8231 -5.6418
H -2.2914 0.2961 -4.2663
H -1.8069 0.7533 -6.0097
C 2.5779 5.5621 4.9450
O 2.0527 6.2325 6.0387
C 0.7326 6.2278 6.3474
O -0.1390 5.6630 5.7029
O 0.5710 7.1049 7.4364
C -0.7246 7.3283 7.9998
H 2.2760 6.0756 4.0321
H 2.4093 4.4853 4.9531
H 3.6628 5.6281 5.0261
H -0.6393 8.2814 8.5218
H -1.1051 6.4377 8.4999
H -1.4388 7.6095 7.2258
C 5.2542 -10.4629 4.3958
O 4.9641 -9.4614 3.4377
C 3.7535 -8.8796 3.5187
O 2.8686 -9.1515 4.3558
O 3.6702 -7.9421 2.5183
C 4.6813 -7.6333 1.6021
H 4.8852 -11.4498 4.1165
H 4.8192 -10.1796 5.3542
H 6.3413 -10.4334 4.4693
H 5.2641 -8.5294 1.3892
H 5.2805 -6.8168 2.0052
H 4.2186 -7.2573 0.6896
C 1.0005 -1.1176 4.2231
O 0.3797 -2.3802 4.3475
C -0.7220 -2.6433 3.6973
O -0.9943 -3.8233 3.3625
O -1.4008 -1.5492 3.2444
C -2.4637 -1.7169 2.2837
H 0.8254 -0.4981 5.1027
H 0.7803 -0.6416 3.2675
H 2.0824 -1.2424 4.2686
H -2.9574 -2.6594 2.5208
H -2.1216 -1.8062 1.2527
H -3.1915 -0.9255 2.4628
C -3.5752 4.0889 -0.1387
O -4.4400 4.9638 -0.7609
C -5.6811 5.1219 -0.1742
O -6.0986 4.6002 0.8519
O -6.4033 6.0012 -0.8712
C -7.5548 6.5924 -0.2907
H -2.6238 4.0423 -0.6687
H -3.9785 3.0798 -0.2237
H -3.3278 4.4801 0.8482
H -8.3170 5.8180 -0.2041
H -7.9928 7.4737 -0.7594
H -7.3938 6.9220 0.7357
C 3.0073 7.5200 -3.3450
O 1.8353 7.2692 -4.1828
C 1.9714 6.7080 -5.3420
O 3.0564 6.3744 -5.8311
O 0.7104 6.4283 -5.8234
C 0.5695 5.8819 -7.1312
H 3.3074 6.5368 -2.9827
H 2.8226 8.1502 -2.4750
H 3.7731 7.9839 -3.9667
H 0.9228 6.5658 -7.9029
H -0.4418 5.5432 -7.3560
H 1.0896 4.9370 -7.2881
*
```


[2]
Molecular formula: C21H42B2BrI2O13
Method: DFT, ωB97M-V with the def2-TZVPD basis set

The geometry in ORCA input format:
```
! RIJCOSX wB97M-V def2-TZVPD def2/J DEFGRID3
* xyz -1 1
C -0.6042 -1.4785 -2.1050
B 0.5817 -1.5402 -1.0115
O 1.4808 -2.6366 -1.0299
C 0.7475 -0.3818 0.0882
O 1.9761 0.3292 -0.0460
B 2.0422 1.0403 1.2540
C 2.2978 2.6563 1.2825
I 2.5270 3.1944 3.4096
C 1.1350 3.5438 0.7236
C -0.1714 3.5288 1.6064
I 0.6982 3.1696 -1.3835
O 1.0545 0.4621 2.2007
C 0.5919 -0.7536 1.6444
O -0.8085 -0.6971 1.9641
C 1.2716 -2.0427 2.1423
C 0.8119 -2.5107 3.5520
C 0.7175 -1.3792 4.6081
Br -0.8848 -3.5621 3.4026
H -0.2061 -1.0077 -3.0234
H -0.9966 -2.5020 -2.2843
H -1.4215 -0.8662 -1.6772
H 1.0043 -3.4408 -1.2317
H -0.1639 0.2511 -0.0516
H 3.1062 0.6130 1.7114
H 3.2689 2.8979 0.8218
H 1.4917 4.5962 0.7560
H -1.0071 3.7827 0.9265
H -0.0752 4.3751 2.3139
H -0.3197 2.5709 2.1286
H -1.2711 -1.2633 1.3429
H 1.0940 -2.8903 1.4496
H 2.3731 -1.9098 2.1726
H 1.5647 -3.2432 3.9025
H 0.5953 -1.8744 5.5954
H 1.6693 -0.8195 4.6079
H -0.1502 -0.7278 4.4216
C -2.3789 3.6739 -5.3608
C -3.1648 3.2756 -4.1274
O -4.1570 2.2862 -4.4368
C -3.6898 1.0514 -4.6113
O -2.5443 0.7069 -4.5261
O -4.7209 0.2570 -4.9160
C -4.3382 -1.0824 -5.2218
H -3.0541 3.9957 -6.1568
H -1.6886 4.4858 -5.1293
H -1.8019 2.8343 -5.7491
H -3.7029 4.1427 -3.7454
H -2.5099 2.9237 -3.3293
H -3.7371 -1.5137 -4.4223
H -3.7925 -1.1087 -6.1654
H -5.2508 -1.6654 -5.3276
C -3.5657 -0.3828 3.1958
C -3.1217 0.8601 3.9371
O -3.5807 2.0558 3.2858
C -4.8633 2.3485 3.4618
O -5.6574 1.7239 4.1142
O -5.1315 3.4619 2.7701
C -6.5055 3.8354 2.7951
H -3.2540 -0.3313 2.1530
H -3.1358 -1.2754 3.6516
H -4.6527 -0.4836 3.2023
H -2.0329 0.9102 3.9362
H -3.4470 0.8463 4.9792
H -6.8750 3.9158 3.8167
H -7.0990 3.1152 2.2308
H -6.5867 4.8089 2.3157
C 4.7994 -1.6900 -0.6124
C 4.9368 -2.1336 -2.0532
O 6.2835 -2.5466 -2.3600
C 6.6344 -3.7454 -1.9098
O 5.9424 -4.5102 -1.2949
O 7.9132 -3.9564 -2.2494
C 8.4464 -5.1749 -1.7396
H 5.5315 -0.9149 -0.3770
H 3.7980 -1.2991 -0.4252
H 4.9779 -2.5175 0.0754
H 4.7198 -1.2932 -2.7121
H 4.2307 -2.9283 -2.2978
H 7.8253 -6.0254 -2.0181
H 8.5457 -5.1147 -0.6555
H 9.4349 -5.3054 -2.1758
*
```


[3]
Molecular formula: C21H42B3I2NO13
Method: DFT, ωB97M-V with the def2-TZVPD basis set

The geometry in ORCA input format:
```
! RIJCOSX wB97M-V def2-TZVPD def2/J DEFGRID3
* xyz 0 1
C 7.6707 -4.1298 2.5369
C 6.1744 -4.2007 2.0635
C 5.8737 -3.6670 0.6366
N 5.3233 -4.7251 2.8773
B 4.0352 -3.9876 2.9060
O 2.8518 -4.7995 2.8104
B 1.6896 -4.0323 2.5683
C 0.3523 -4.7109 1.9646
C -0.9670 -3.9444 2.3987
C -1.6162 -3.2298 1.1475
O -1.9299 -4.9128 2.8738
O 1.6149 -2.6470 2.8704
B 2.8367 -1.9818 2.5863
C 2.7593 -0.6494 1.6969
I 4.7123 0.1409 1.1197
C 1.9164 0.5320 2.3280
C 0.5994 0.8140 1.4855
I 1.5337 0.3546 4.4555
O 4.0273 -2.5760 3.0741
H 8.1873 -3.2491 2.0951
H 8.1800 -5.0404 2.1172
H 7.7565 -4.1870 3.6402
H 6.6990 -4.0506 -0.0230
H 5.9765 -2.5554 0.6236
H 4.9236 -4.0393 0.1993
H 0.4851 -4.7852 0.8595
H 0.2470 -5.7574 2.3596
H -0.8032 -3.2496 3.2541
H -1.5621 -2.1126 1.2205
H -1.1105 -3.4951 0.1865
H -2.6681 -3.5908 1.0594
H -1.9012 -5.6217 2.2197
H 2.2422 -0.9265 0.7399
H 2.5294 1.4577 2.2038
H 0.9191 0.7273 0.4123
H 0.3142 1.8894 1.6082
H -0.2268 0.1154 1.7323
C 0.1486 7.8683 -0.4244
C -1.1380 7.1568 -0.0569
O -0.8773 5.9762 0.7146
C -0.5834 6.1840 2.0006
O -0.5247 7.2436 2.5612
O -0.3413 4.9883 2.5493
C 0.0927 5.0228 3.9097
H 0.8375 7.1816 -0.9201
H -0.0531 8.7100 -1.0884
H 0.6573 8.2468 0.4632
H -1.6419 6.8240 -0.9652
H -1.8272 7.8174 0.4726
H -0.5920 5.5911 4.5380
H 1.0999 5.4365 3.9694
H 0.1156 3.9935 4.2633
C -2.5421 -3.3708 -6.4139
C -3.4215 -3.4362 -5.1812
O -2.6353 -3.4790 -3.9832
C -2.1213 -2.3104 -3.5970
O -2.2659 -1.2520 -4.1475
O -1.3954 -2.5244 -2.4940
C -0.7093 -1.3657 -2.0234
H -1.8181 -4.1880 -6.4115
H -3.1451 -3.4333 -7.3209
H -1.9738 -2.4402 -6.4442
H -4.0045 -4.3575 -5.1981
H -4.1295 -2.6061 -5.1465
H -1.3920 -0.5271 -1.8877
H 0.0912 -1.0992 -2.7151
H -0.2689 -1.6113 -1.0583
C -4.3074 2.5873 -4.1448
C -3.5929 1.5279 -3.3294
O -2.7140 2.1207 -2.3632
C -3.3091 2.6082 -1.2712
O -4.4860 2.5835 -1.0310
O -2.3626 3.1450 -0.4937
C -2.8649 3.7852 0.6808
H -3.5878 3.2757 -4.5927
H -4.9004 2.1283 -4.9372
H -4.9740 3.1834 -3.5198
H -2.9648 0.9244 -3.9854
H -4.2970 0.8501 -2.8433
H -3.5063 3.1143 1.2528
H -3.4046 4.6940 0.4107
H -2.0155 4.0557 1.2945
*
```


no.,gap between HOMO and LUMO (eV),LUMO energy (eV)
1,6.3,-4.380
2,6.7,2.208
3,9.2,-0.023